A structure of composition C16H8LiN2O4 at a distorted geometry. Source: the OMol25 dataset; level of theory: the ωB97M-V functional and the def2-TZVPD basis.

Structure (ORCA input):
```
! wB97M-V def2-TZVPD RIJCOSX def2/J DEFGRID3
* xyz -1 1
Li -3.750 -1.292 0.345
O -2.789 -0.815 4.002
C -2.468 -0.475 2.887
O -3.091 -0.548 1.767
C -1.030 0.164 2.894
C -0.270 -0.044 1.729
C 1.068 0.343 1.624
C 1.626 0.975 2.741
C 0.846 1.209 3.812
C -0.440 0.750 4.019
N 1.518 1.901 4.973
O 2.449 2.653 4.739
O 0.930 1.804 6.025
H -0.698 -0.496 0.831
H 1.642 0.051 0.733
H 2.674 1.312 2.718
H -1.040 0.895 4.945
N 3.705 0.058 -5.332
C 2.644 0.078 -4.870
C 1.349 -0.092 -4.303
C 1.177 0.036 -2.893
C -0.008 -0.362 -2.342
C -1.022 -0.970 -3.032
C -0.877 -1.055 -4.458
C 0.292 -0.608 -5.108
C -2.151 -1.478 -2.212
C -3.052 -1.859 -1.476
H 1.976 0.403 -2.301
H -0.044 -0.276 -1.280
H -1.690 -1.466 -5.018
H 0.524 -0.798 -6.160
*
```

Output
electronic energy: -1032.49299 hartree
E_LUMO: 2.16 eV
gap between HOMO and LUMO: 7.89 eV
max |F|: 0.0556 hartree/bohr

natural (NBO) atomic charge list, values in e, 8 entries: number 1, Li, carries 0.900; number 2, O, carries -0.672; number 3, C, carries 0.790; number 4, O, carries -0.907; number 5, C, carries -0.120; number 6, C, carries -0.180; number 7, C, carries -0.205; number 8, C, carries -0.228